{
  "formula": "C58H55GeKNO12P4S",
  "method": "the ωB97M-V functional and the def2-TZVPD basis",
  "species": ["H", "C", "H", "H", "C", "O", "H", "C", "O", "C", "C", "S", "H", "H", "Ge", "C", "H", "H", "C", "C", "C", "C", "P", "P", "H", "C", "H", "H", "C", "C", "H", "H", "P", "H", "H", "C", "C", "C", "O", "C", "H", "H", "H", "H", "C", "O", "C", "H", "H", "O", "C", "C", "H", "C", "C", "C", "H", "H", "C", "C", "H", "C", "C", "H", "H", "H", "C", "H", "H", "C", "H", "C", "C", "C", "H", "C", "H", "O", "H", "C", "O", "H", "C", "P", "C", "C", "C", "H", "O", "H", "O", "C", "O", "C", "C", "H", "H", "C", "C", "C", "H", "C", "C", "C", "H", "C", "O", "C", "H", "H", "H", "H", "C", "H", "C", "H", "C", "H", "C", "C", "H", "H", "C", "H", "H", "K", "N", "H", "H", "O", "H", "C", "C"],
  "xyz": [[-5.9450, -2.9503, -0.7032], [-2.5148, 0.6931, -5.0213], [3.4447, -5.1979, -1.0797], [2.3874, 0.6898, -4.5180], [3.3613, 4.1516, -2.8828], [-0.8857, -1.5817, 5.5324], [-5.0760, 4.0412, -1.4193], [-3.9646, 0.2881, -0.0843], [0.9527, 2.5367, 4.2044], [-0.8951, -4.4281, 2.8716], [-1.0295, -3.1704, 2.3064], [-0.7182, -0.3131, 4.8729], [2.2360, -3.3884, -3.7565], [-2.8889, 3.9332, 2.2623], [-0.3132, 2.3720, -1.8279], [-3.0312, 3.4125, -1.5463], [5.6896, -5.2667, 2.5664], [-0.0825, 5.4220, -1.7171], [-4.4047, -2.0032, 0.4387], [-1.8418, 1.1135, -6.1628], [-3.1534, -2.9177, 3.3851], [3.0970, 3.6206, 2.9451], [2.5578, 3.6606, 1.1614], [-2.2541, -0.7205, 1.8288], [-0.3650, -6.7860, -3.7897], [-0.7155, 1.9095, -6.0309], [6.1477, -0.9747, -3.3003], [3.2110, 5.7400, 3.0869], [1.3723, -3.9105, -1.8646], [-2.9495, 1.0649, 5.5353], [-4.0274, -2.3168, 3.6133], [-5.0071, 4.3493, 1.0421], [2.0746, -2.5458, -0.8872], [4.3331, 3.7895, -3.2012], [-0.2608, -2.7765, 1.6555], [1.1025, 3.6822, -2.1394], [-1.8052, 3.3766, 0.5074], [3.7548, -2.7923, 1.2887], [1.2592, 2.9189, 1.0758], [3.3264, -3.4305, 0.1034], [1.1281, -5.2119, -4.9872], [-4.1644, -2.9075, 0.9817], [-2.9811, -1.7369, -2.6410], [3.3885, -1.1397, 2.4748], [1.8742, 5.9614, -2.3839], [3.1794, 2.2610, 5.2770], [4.6378, -5.3889, 0.6911], [-4.8451, 0.5835, 2.2459], [-6.4682, -0.9187, -2.0215], [-0.4939, -0.5679, -1.5738], [-0.9314, 1.8774, -3.6137], [1.5852, -4.0737, -3.2287], [1.6850, 7.0238, -2.2908], [4.6067, -3.4795, 2.1698], [-4.2999, 0.7117, 3.1694], [-1.1968, -1.6023, -1.4546], [2.6168, -1.1509, 0.9631], [-2.5720, 0.6897, -2.8933], [4.4155, -1.7007, -2.2690], [-5.4043, -2.0287, -0.5217], [-3.3911, 1.1960, 0.0573], [0.5166, -4.7905, -1.1998], [5.0352, -4.7562, 1.8684], [0.0014, -5.0052, 2.6769], [4.9820, -2.3689, -1.6304], [1.2375, -0.6554, -2.7964], [-2.1645, -2.4053, 2.5558], [-2.1874, 0.8159, -7.1460], [-1.7822, -5.9187, 4.1359], [-3.6779, -0.8412, 0.6786], [-0.1749, 2.2418, -6.9101], [5.0694, -0.9172, -3.2113], [-5.6941, -0.8927, -1.2634], [2.9631, 0.0140, -3.8970], [4.7890, 2.9991, 2.2351], [0.8786, 5.0523, -2.0572], [4.1174, 2.0474, 5.1585], [3.7406, 2.6764, 0.5823], [2.5738, 2.1846, -2.6179], [-0.0890, -5.8266, -1.8866], [-0.1033, 0.7238, 5.7307], [-1.9796, -3.1815, -2.7050], [-2.3578, 0.3379, 4.5105], [2.4361, 2.1873, 3.8499], [-1.8952, -4.9380, 3.6884], [-3.0306, 0.1432, 3.2921], [2.7215, 4.9291, 3.6242], [-5.8697, 1.8753, 4.0412], [2.6872, 0.9036, 3.1587], [4.0064, 2.9507, -0.3079], [-0.0883, -0.3412, 3.5600], [-0.2710, 2.2899, -4.7696], [2.7605, 5.0168, 0.5998], [-3.0274, -4.1816, 3.9451], [2.3104, -0.7465, -2.9396], [0.5452, 1.8735, 4.8505], [-0.8824, 3.2266, 1.0501], [-4.8861, 1.4452, 4.1911], [-2.0555, 1.0637, -3.7690], [-4.2101, 1.6232, 5.3835], [4.9718, -6.3922, 0.4610], [-2.9363, 3.8003, 1.1881], [0.9612, -5.1059, -3.9218], [0.1287, -5.9854, -3.2514], [0.2874, -4.6353, -0.1537], [3.0354, -1.6251, -2.1298], [4.5258, 3.4730, 3.0419], [3.7885, -4.7151, -0.1702], [0.6050, 2.9287, -4.6998], [-3.3854, 0.0529, -5.0995], [-2.3902, 1.2024, 6.4510], [-3.8057, -4.5624, 4.5956], [4.3443, -0.0656, -4.0317], [-5.1590, 1.1621, -1.6244], [2.3625, 3.2473, -2.5524], [-3.0929, 3.2550, -2.6185], [-1.8355, 3.1518, -0.8721], [3.0460, 4.9153, 4.6662], [-1.9483, -2.0914, -2.7001], [-4.1210, 4.0331, 0.5048], [4.8547, 0.5446, -4.7675], [-4.6489, 2.1966, 6.1919], [3.1158, 5.5157, -2.7993], [1.6449, 5.0897, 3.5986], [3.8992, 6.2260, -3.0357], [0.6896, 0.7187, 1.6697], [3.3723, -1.5080, 1.5347], [-0.7635, -6.4893, -1.3588], [4.9189, -2.9889, 3.0829], [-1.3220, -2.3004, -0.4242], [-1.5077, -1.7173, -3.6246], [-4.1604, 3.8544, -0.8695], [-4.9679, 0.2687, -1.0437]],
  "mulliken_charge": [0.32, -0.92, 0.44, 0.39, -0.52, -0.80, 0.43, 0.60, -0.47, -0.63, -0.87, 1.42, 0.38, 0.46, 0.29, -0.05, 0.33, 0.33, -0.86, -0.67, -0.34, 1.19, 0.68, 1.84, 0.31, -0.74, 0.34, 0.39, 0.22, -0.77, 0.40, 0.35, 1.77, 0.46, 0.68, 0.13, -0.60, 0.18, -0.33, 0.51, 0.38, 0.32, 0.20, 0.21, -0.66, -0.51, -0.81, 0.47, 0.31, 0.26, 0.35, -0.60, 0.34, -0.67, -0.53, 0.62, -0.95, 0.62, -0.55, -0.74, -0.12, -0.18, -0.58, 0.50, 0.47, 0.20, 0.49, 0.35, 0.34, -0.06, 0.40, -1.01, -0.75, -0.72, 0.40, -0.55, 0.37, -0.64, 0.55, -0.47, -0.99, 0.26, -0.16, -0.23, -0.67, 0.34, -1.91, 0.42, -0.46, 0.25, -0.73, -0.27, -0.89, -0.79, 0.34, 0.37, 0.46, -0.74, 0.17, -0.82, 0.40, -0.44, -0.57, -0.60, 0.07, 0.18, -0.69, -0.40, 0.37, 0.42, 0.53, 0.36, -0.47, 0.34, -1.26, 0.45, 0.36, 0.47, -1.54, -0.64, 0.42, 0.35, -0.55, 0.30, 0.31, 2.50, 0.24, 0.38, 0.48, -0.30, 0.36, -0.55, -0.53],
  "relative_energy_kj_mol": 144.6,
  "gap_ev": [6.30, 7.22],
  "total_charge": -2,
  "total_energy_ha": -7641.7239,
  "multiplicity": 2,
  "lumo_ha": [0.144, 0.143]
}